Entry 1:
Here is the molecule CH5IN2 from the OMol25 dataset. Energies are from wB97M-V/def2-TZVPD.

Last column: Löwdin charge in e.
Cartesian coordinates (Å):
I 0.8366 2.1835 0.8518  0.46
N -1.0395 0.3348 -0.7425  -0.06
N -0.3654 0.3075 0.4146  -0.56
C 0.5442 -0.8098 0.4498  -0.24
H 1.0982 -0.7868 1.3839  0.06
H -0.0633 -1.7166 0.4159  0.08
H -1.7484 1.0561 -0.7678  0.09
H 1.2468 -0.8317 -0.3926  0.07
H -0.5092 0.2630 -1.6130  0.10

Calculated values
- DFT total energy: -448.23963 Eh
- F_max: 0.018 hartree/bohr
- LUMO level: -0.015 Eh
- Orbital gap: 8.149 eV
- HOMO: -8.5 eV
- Energy relative to the best compared isomer or geometry (same formula, charge and spin): 34.6 kJ/mol

---

Entry 2:
Here is the molecule CH5IN2S at a distorted geometry from the OMol25 dataset. Energies are from wB97M-V/def2-TZVPD.

Last column: Löwdin charge in e.
Cartesian coordinates (Å):
I 3.3175 -0.0495 -0.3651  0.01
S 0.8081 1.1742 -0.4468  0.58
N 0.7545 2.3996 0.4887  -0.33
N -0.0503 0.1589 0.4257  -0.42
C -0.9490 -0.7347 -0.3110  -0.14
H -1.7896 -0.1515 -0.7372  0.08
H -0.3379 -1.2283 -1.0052  0.05
H -1.4438 -1.4436 0.4516  0.12
H -0.4894 0.6647 1.1408  0.06
H 0.9990 3.2642 0.0495  -0.01

Calculated values
- DFT total energy: -846.42404 Eh
- F_max: 0.058 hartree/bohr
- LUMO level (spin up / spin down): -0.040 / -0.040 Eh
- Orbital gap (spin up / spin down): 7.573 / 7.569 eV
- HOMO (spin up / spin down): -8.7 / -8.7 eV
- Energy relative to the best compared isomer or geometry (same formula, charge and spin): 57.9 kJ/mol

---

Entry 3:
Here is the molecule CH5IN2S at a distorted geometry from the OMol25 dataset. Energies are from wB97M-V/def2-TZVPD.

Last column: Löwdin charge in e.
Cartesian coordinates (Å):
I 2.9354 -0.5223 -0.0224  0.12
S 0.8534 1.0001 -0.4610  0.45
N 0.6815 2.0184 0.6406  -0.40
N -0.2846 0.0108 0.1164  -0.45
C -0.9850 -1.2202 -0.4225  -0.12
H -2.0171 -1.0096 -0.9027  0.09
H 1.1550 2.9409 0.7714  0.04
H -1.3000 -1.9133 0.3589  0.07
H -0.5652 0.4066 1.1307  0.15
H -0.4734 -1.7113 -1.2095  0.05

Calculated values
- DFT total energy: -846.40830 Eh
- F_max: 0.072 hartree/bohr
- LUMO level (spin up / spin down): -0.014 / -0.014 Eh
- Orbital gap (spin up / spin down): 8.229 / 8.228 eV
- HOMO (spin up / spin down): -8.6 / -8.6 eV
- Energy relative to the best compared isomer or geometry (same formula, charge and spin): 99.2 kJ/mol

---

Entry 4:
Here is the molecule CH5INP at a distorted geometry from the OMol25 dataset. Energies are from wB97M-V/def2-TZVPD.

Last column: Löwdin charge in e.
Cartesian coordinates (Å):
I -1.1479 -1.6996 2.0117  0.41
P 1.3211 -0.8721 -0.3092  0.71
N 0.2573 -0.1823 0.6868  -0.72
C -0.6735 0.8484 0.3268  -0.36
H 1.6494 -1.9077 0.6294  -0.09
H 0.7556 -1.7566 -1.1188  -0.15
H -0.1706 1.9407 0.4079  0.12
H -1.0423 0.9751 -0.6934  0.05
H -1.5785 0.8626 1.0138  0.03

Calculated values
- DFT total energy: -734.79662 Eh
- F_max: 0.077 hartree/bohr
- LUMO level (spin up / spin down): -0.069 / -0.068 Eh
- Orbital gap (spin up / spin down): 7.119 / 7.098 eV
- HOMO (spin up / spin down): -9.0 / -8.9 eV
- Energy relative to the best compared isomer or geometry (same formula, charge and spin): 346.7 kJ/mol

---

Entry 5:
Here is a cluster of 2 separate species, CH5N2O2 in total at a distorted geometry from the OMol25 dataset. Energies are from wB97M-V/def2-TZVPD.

Last column: Löwdin charge in e.
Cartesian coordinates (Å):
O 1.8123 -0.7735 -0.4765  -0.31
O 0.1432 1.3662 0.0906  -0.29
N 2.4079 0.3387 0.0947  -0.11
N -0.4056 0.5807 -0.7135  -0.26
C -1.4603 -0.2510 -0.2032  -0.23
H 2.8205 0.6251 -0.7614  0.03
H -0.9755 -1.2697 0.1780  0.09
H -2.2552 0.0604 0.5786  0.06
H 1.5862 0.9040 0.4483  0.01
H -2.1143 -0.5215 -1.0149  0.02

Calculated values
- DFT total energy: -300.90662 Eh
- Charge: -1
- F_max: 0.064 hartree/bohr
- LUMO level (spin up / spin down): 0.175 / 0.176 Eh
- Orbital gap (spin up / spin down): 6.304 / 7.444 eV
- HOMO (spin up / spin down): -1.5 / -2.6 eV
- Energy relative to the best compared isomer or geometry (same formula, charge and spin): 727.0 kJ/mol

---

Entry 6:
Here is the molecule CH5N2O2PS at a distorted geometry from the OMol25 dataset. Energies are from wB97M-V/def2-TZVPD.

Last column: Löwdin charge in e.
Cartesian coordinates (Å):
S -0.2104 2.7825 0.8155  0.77
P -0.2377 -1.2514 -0.8737  0.70
O 2.1656 1.0543 0.7015  0.14
O 1.2180 -0.5743 -0.3570  -0.15
N -0.3238 -2.7651 -0.4750  -0.29
N -0.0767 1.0769 0.9283  -0.40
C 1.1587 0.5468 0.4198  -0.70
H -1.3664 -0.5820 -0.3669  0.02
H -0.6304 2.9774 -0.4701  -0.13
H -1.1545 -2.8885 0.1004  -0.04
H -0.3084 0.7266 1.8486  0.09
H -0.2339 -1.1031 -2.2714  0.01

Calculated values
- DFT total energy: -1040.57830 Eh
- F_max: 0.060 hartree/bohr
- LUMO level: 0.013 Eh
- Orbital gap: 9.885 eV
- HOMO: -9.5 eV
- Energy relative to the best compared isomer or geometry (same formula, charge and spin): 125.4 kJ/mol

---

Entry 7:
Here is the molecule CH5N2P at a distorted geometry from the OMol25 dataset. Energies are from wB97M-V/def2-TZVPD.

Last column: Löwdin charge in e.
Cartesian coordinates (Å):
P -1.0699 0.7081 0.0251  0.75
N -2.1814 -0.4993 -0.0392  -0.26
N 0.3226 -0.1418 0.3187  -0.39
C 1.6889 0.3263 0.0393  -0.28
H -3.2027 -0.4113 0.0278  0.05
H 2.4439 0.3540 0.8196  0.06
H 1.5954 1.3255 -0.5299  0.06
H 2.0564 -0.3335 -0.6831  0.03
H -1.6531 -1.3281 0.0217  -0.01

Calculated values
- DFT total energy: -491.93147 Eh
- F_max: 0.073 hartree/bohr
- LUMO level: 0.019 Eh
- Orbital gap: 9.135 eV
- HOMO: -8.6 eV
- Energy relative to the best compared isomer or geometry (same formula, charge and spin): 41.7 kJ/mol

---

Entry 8:
Here is the molecule CH5N2PS at a distorted geometry from the OMol25 dataset. Energies are from wB97M-V/def2-TZVPD.

Last column: Löwdin charge in e.
Cartesian coordinates (Å):
S -3.3352 -0.4516 -0.2788  -0.07
P -1.5803 0.6259 -0.0895  0.28
N 0.2745 1.0471 0.2070  -0.20
N 1.2875 0.4758 0.1411  -0.12
C 1.5417 -0.9733 0.1759  -0.06
H -1.1944 1.2719 -1.3011  -0.05
H 1.9323 -1.3384 -0.7870  0.09
H 2.1957 -1.2189 0.9624  0.05
H -1.5948 1.9622 0.5881  -0.02
H 0.4729 -1.4008 0.3818  0.10

Calculated values
- DFT total energy: -890.03607 Eh
- F_max: 0.077 hartree/bohr
- LUMO level: -0.019 Eh
- Orbital gap: 7.763 eV
- HOMO: -8.3 eV
- Energy relative to the best compared isomer or geometry (same formula, charge and spin): 278.2 kJ/mol

---

Entry 9:
Here is a cluster of 2 separate species, CH5N2S in total at a distorted geometry from the OMol25 dataset. Energies are from wB97M-V/def2-TZVPD.

Last column: Löwdin charge in e.
Cartesian coordinates (Å):
S 2.2696 1.1937 0.5826  -0.22
N -1.6014 -1.2531 0.1086  0.00
N -0.5764 0.4455 -0.9341  0.03
C -0.7371 -0.3097 0.1874  -0.43
H -0.7658 0.1210 -1.8662  0.07
H -1.8697 -1.7202 0.9714  0.00
H 3.2212 0.3005 0.9400  -0.46
H -0.1062 0.0942 0.9767  0.02
H 0.1658 1.1282 -0.9664  -0.01

Calculated values
- DFT total energy: -548.83058 Eh
- Charge: -1
- F_max: 0.031 hartree/bohr
- LUMO level: 0.168 Eh
- Orbital gap: 7.456 eV
- HOMO: -2.9 eV
- Energy relative to the best compared isomer or geometry (same formula, charge and spin): 42.8 kJ/mol

---

Entry 10:
Here is the ion CH5N2S with charge +1 at a distorted geometry from the OMol25 dataset. Energies are from wB97M-V/def2-TZVPD.

Last column: Löwdin charge in e.
Cartesian coordinates (Å):
S -2.3659 0.0543 1.1827  0.90
N 1.4527 -0.0575 -0.2915  0.21
N -0.7966 -0.3627 0.3510  -0.22
C 0.2956 0.2532 0.2501  -0.22
H 1.5660 -0.9255 -0.7586  0.13
H 2.2915 0.2267 0.1615  0.14
H -1.1798 -1.1450 -0.0593  0.06
H -1.7369 0.2330 2.3153  -0.13
H 0.2758 1.1462 0.7785  0.14

Calculated values
- DFT total energy: -548.50140 Eh
- Charge: +1
- F_max: 0.080 hartree/bohr
- LUMO level: -0.164 Eh
- Orbital gap: 10.319 eV
- HOMO: -14.8 eV
- Energy relative to the best compared isomer or geometry (same formula, charge and spin): 94.8 kJ/mol

---

Entry 11:
Here is the ion CH5N2S with charge +1 at a distorted geometry from the OMol25 dataset. Energies are from wB97M-V/def2-TZVPD.

Last column: Mulliken spin population.
Cartesian coordinates (Å):
S -0.2466 -1.7148 -0.6773  1.29
N -0.7588 -0.0314 -1.1714  0.53
N 0.8842 0.4208 0.4539  -0.01
C -0.4729 -0.1064 0.2331  0.20
H 1.0743 0.7993 1.3752  0.00
H 1.3181 -0.4388 0.3079  0.01
H -1.7480 -0.0416 -1.3670  -0.01
H -1.0835 0.0148 1.0932  -0.01
H 1.0332 1.0981 -0.2478  0.00

Calculated values
- DFT total energy: -548.34693 Eh
- Charge: +1
- F_max: 0.060 hartree/bohr
- LUMO level (spin up / spin down): -0.141 / -0.275 Eh
- Orbital gap (spin up / spin down): 7.253 / 8.405 eV
- HOMO (spin up / spin down): -11.1 / -15.9 eV
- Energy relative to the best compared isomer or geometry (same formula, charge and spin): 241.2 kJ/mol
- Multiplicity: 3

---

Entry 12:
Here is the ion CH5N2S2 with charge +1 at a distorted geometry from the OMol25 dataset. Energies are from wB97M-V/def2-TZVPD.

Last column: Löwdin charge in e.
Cartesian coordinates (Å):
S 1.2554 0.9152 -0.0997  0.69
S 2.5433 -0.7465 -0.0525  0.48
N -0.5139 -1.0251 0.2778  0.09
N -1.4351 1.1108 0.0512  0.16
C -0.3337 0.3636 -0.0209  -0.72
H 0.0364 -1.7973 -0.0132  0.06
H -2.3606 0.8740 -0.1722  0.12
H -1.2665 -1.5305 0.7444  0.13
H -1.2544 2.0975 0.2920  0.14
H 3.3291 -0.2616 -1.0068  -0.16

Calculated values
- DFT total energy: -946.71804 Eh
- Charge: +1
- F_max: 0.129 hartree/bohr
- LUMO level: -0.171 Eh
- Orbital gap: 9.370 eV
- HOMO: -14.0 eV
- Energy relative to the best compared isomer or geometry (same formula, charge and spin): 85.8 kJ/mol